# 1
41
Properties=species:S:1:pos:R:3:forces:R:3 method="wB97M-V/def2-TZVPD" total_energy_ha=-974.0106 multiplicity=1 smiles="Cc1ccc(C(=O)NCCNC(=O)Cc2ccccc2)cn1"
C -5.89078 2.39799 0.40756 -0.03 0.00 -0.02
C -4.89628 1.32161 0.10693 -0.10 -0.09 -0.13
N -3.79957 1.29565 0.85173 -0.12 0.44 0.34
C -2.87996 0.37576 0.62376 0.22 -0.44 -0.32
C -2.99443 -0.58389 -0.37976 -0.46 0.16 0.06
C -4.16141 -0.57269 -1.14516 0.14 0.03 0.11
C -5.12132 0.38797 -0.90461 0.18 -0.02 0.07
H -6.03164 0.42315 -1.48424 -0.08 0.01 -0.06
H -4.28602 -1.32151 -1.91384 0.00 -0.06 -0.03
C -1.98424 -1.64400 -0.65812 0.26 0.10 -0.04
O -2.27923 -2.68756 -1.21498 -0.21 -0.14 -0.13
N -0.71746 -1.34249 -0.29384 0.08 0.16 0.12
H -0.53469 -0.53066 0.28124 -0.10 -0.04 -0.06
C 0.34108 -2.31967 -0.37071 0.02 -0.27 0.08
H 1.09264 -2.00280 -1.10525 -0.04 -0.14 0.06
H -0.11637 -3.25226 -0.71374 0.12 0.12 0.02
C 1.01315 -2.51754 0.99465 -0.26 0.08 -0.25
N 1.99222 -1.48843 1.28740 0.14 -0.24 0.06
C 1.65898 -0.23529 1.65989 0.70 -0.11 0.14
O 0.51164 0.12641 1.83228 -0.50 0.25 0.11
C 2.85855 0.68892 1.81935 -0.20 0.10 -0.01
C 3.51438 0.84849 0.47479 0.18 0.07 0.00
C 4.74524 0.26778 0.19851 -0.04 0.05 0.06
C 5.31129 0.38611 -1.05973 0.07 -0.05 -0.10
C 4.64744 1.07817 -2.05732 0.08 -0.02 -0.06
C 3.41681 1.65618 -1.79120 -0.06 0.02 -0.04
C 2.85384 1.54155 -0.53371 0.03 0.00 0.03
H 1.89324 1.98966 -0.32518 -0.13 0.06 0.02
H 2.89447 2.19721 -2.56605 -0.04 0.05 -0.06
H 5.08807 1.16866 -3.03875 0.04 0.01 -0.08
H 6.27255 -0.06402 -1.25972 0.08 -0.03 -0.02
H 5.27352 -0.26962 0.97484 0.04 -0.03 0.10
H 2.49531 1.64820 2.18981 -0.01 -0.11 0.03
H 3.55497 0.26529 2.54455 0.00 0.03 0.00
H 2.94997 -1.66955 1.03181 -0.04 0.09 0.03
H 0.24651 -2.48975 1.77422 0.08 -0.12 -0.06
H 1.52064 -3.48213 1.02698 -0.01 0.05 0.02
H -2.03111 0.41415 1.29506 0.16 -0.10 -0.01
H -5.52564 3.01174 1.22534 -0.01 0.03 0.02
H -6.04815 3.02288 -0.47015 -0.07 0.08 -0.04
H -6.84823 1.96036 0.68535 -0.11 0.03 0.02

=====

# 2
55
Properties=species:S:1:pos:R:3:forces:R:3 method="wB97M-V/def2-TZVPD" total_energy_ha=-1803.0939 multiplicity=1 charge=-1
C 2.13914 -0.02220 3.32273 0.14 -0.29 0.10
C 1.73193 -1.25075 2.96809 0.23 0.16 0.07
C 0.88848 -1.53010 1.78186 0.92 -0.19 -0.64
C 1.27696 -1.88723 0.55799 -0.12 -0.43 0.14
C 2.72911 -2.02753 0.16193 0.07 0.58 -0.53
F 2.81189 -2.48086 -1.12337 0.14 -0.13 0.14
F 3.39937 -2.94685 0.92582 -0.19 0.00 0.15
C 3.43709 -0.68312 0.22279 -0.03 0.11 0.20
C 4.78489 -0.59780 0.54011 0.27 -0.26 -0.12
C 5.41538 0.63082 0.59723 -0.13 0.28 -0.07
C 4.69407 1.79335 0.35377 0.13 -0.10 0.08
C 3.34434 1.70896 0.05573 0.13 0.06 -0.15
C 2.52449 2.95300 -0.16012 -0.35 -0.27 0.08
F 3.22017 4.07139 0.15173 -0.04 0.01 -0.07
F 1.43268 2.93998 0.64440 0.14 0.09 -0.01
F 2.07853 3.07968 -1.40678 0.22 0.15 0.04
C 2.71466 0.47406 -0.03170 -0.04 0.04 0.17
C 0.18991 -2.08921 -0.47122 0.08 0.01 -0.20
O 0.19001 -3.01256 -1.24831 0.02 0.09 0.07
C -0.90247 -1.09211 -0.38373 -0.16 0.19 0.15
C -1.29855 -0.69452 0.82280 0.11 -0.03 0.17
C -2.34437 0.34133 1.14619 0.16 0.08 -0.23
C -3.44975 0.49289 0.13330 -0.59 -0.07 0.05
C -3.18300 0.93355 -1.16244 0.52 0.13 0.08
C -4.18114 1.11852 -2.10292 -0.26 -0.09 0.08
C -5.49866 0.86490 -1.74612 0.28 0.01 0.10
C -5.77734 0.41921 -0.46158 -0.20 0.13 -0.24
C -4.78012 0.22787 0.49000 0.03 -0.15 -0.07
C -5.18901 -0.22625 1.87229 -0.16 0.51 -0.18
C -0.59830 -1.33394 1.98626 -0.01 -0.01 -0.23
O -1.16563 -1.69063 2.99307 0.07 0.26 0.12
H 2.51601 0.71314 2.62086 -1.25 0.45 -0.21
H 2.14928 0.24766 4.37435 1.18 -0.38 0.09
H 2.01007 -2.09179 3.59912 -1.15 0.07 0.60
H 5.36173 -1.49443 0.72336 -0.10 -0.07 0.07
H 6.46679 0.71234 0.83583 0.04 -0.13 0.01
H 5.19834 2.74747 0.40914 -0.11 0.08 0.00
H 1.66161 0.43222 -0.27998 0.01 0.06 -0.21
H -1.31717 -0.70128 -1.30040 -0.10 -0.32 -0.12
H -1.82527 1.30491 1.21578 0.09 -0.03 0.05
H -2.72259 0.12872 2.14230 -0.12 0.01 0.00
H -2.15665 1.14503 -1.44936 -0.01 0.07 -0.08
H -3.92963 1.44962 -3.10068 0.11 0.00 0.00
H -6.29855 1.01714 -2.45889 -0.04 -0.04 0.00
H -6.81560 0.23850 -0.20409 0.03 -0.09 0.14
H -6.20945 -0.60362 1.82624 0.06 -0.25 0.09
H -5.22881 0.64016 2.53972 0.15 -0.06 0.13
H -4.51946 -0.96271 2.30846 -0.06 -0.13 -0.02
C 1.08385 -0.95800 -3.88466 -0.01 0.07 -0.10
C 0.21606 0.13669 -3.24103 0.08 0.14 -0.19
O -0.79897 0.49968 -3.86334 -0.19 -0.02 0.15
O 0.61665 0.58772 -2.12736 -0.02 -0.32 0.19
H 0.66315 -1.27272 -4.83890 -0.03 0.03 0.00
H 2.09470 -0.57729 -4.04952 0.01 -0.01 0.09
H 1.14919 -1.82296 -3.22670 0.07 0.00 0.05

=====

# 3
55
Properties=species:S:1:pos:R:3:forces:R:3 method="wB97M-V/def2-TZVPD" total_energy_ha=-3517.2524 multiplicity=5 charge=+2
Mn -1.11466 -0.43959 0.84828 1.73 -0.76 -1.73
Cl -7.07371 1.38579 4.30277 -0.35 0.04 -0.24
C -5.80050 0.66176 3.41217 1.12 0.45 0.43
C -5.56837 -0.71131 3.55917 0.97 -1.40 -0.40
C -4.37868 -1.30331 3.10164 -0.34 0.42 -0.61
C -3.44398 -0.53707 2.37371 -1.96 1.14 0.81
O -2.50342 -1.09990 1.69143 -0.20 -1.55 0.67
C -3.65643 0.89443 2.27711 -0.04 -0.69 -0.26
C -2.71183 1.70062 1.62993 0.04 -0.18 0.66
O -1.55280 1.29174 1.26023 -0.73 1.68 -0.11
C -4.83509 1.45907 2.81309 -1.29 1.07 0.71
H -6.29381 -1.40761 4.00543 0.18 0.74 -0.04
H -4.22530 -2.38366 3.13627 -0.12 0.36 0.16
H -2.96894 2.76099 1.49539 0.41 -0.20 -0.07
H -5.03433 2.57272 2.87387 0.57 -1.41 -0.40
I -1.51810 -2.24712 -1.22075 0.44 0.36 0.14
C -0.80362 -1.17596 -2.91506 -1.73 -0.76 -0.19
C -1.74523 -1.19837 -3.91459 1.73 1.39 -0.68
C -1.41360 -0.70592 -5.19570 -0.28 -0.89 -0.69
C -0.10590 -0.44145 -5.47644 0.31 -0.03 0.28
C 0.85410 -0.37209 -4.43059 0.56 -0.13 -0.52
C 2.21109 0.02128 -4.71146 -1.25 -0.50 -1.71
C 3.10865 0.23223 -3.72957 0.74 -1.09 0.34
C 2.74572 -0.07181 -2.40342 -0.57 1.07 0.83
C 1.43431 -0.42005 -2.07530 0.77 -0.12 0.11
P 0.92541 -0.04419 -0.38186 1.06 -0.09 0.82
C 1.81716 1.44995 0.15309 -0.75 -0.07 -0.92
C 3.00526 1.30327 0.86946 -1.35 0.34 -0.24
C 3.61945 2.45414 1.27862 1.46 -0.37 0.71
C 3.22333 3.68851 0.84673 -0.20 1.28 -0.01
C 2.09538 3.83220 0.03842 -0.15 -1.29 0.13
C 1.32761 2.70880 -0.28606 0.83 -0.67 0.73
C 1.46547 -1.29817 0.83604 0.37 -1.12 0.45
C 2.22960 -2.46828 0.55741 -0.15 2.17 -1.48
C 2.54670 -3.32109 1.56584 0.47 -0.96 0.42
C 2.06241 -3.16786 2.85917 0.28 -0.10 0.47
C 1.28572 -2.05894 3.17558 0.90 -0.50 -0.12
C 1.06051 -1.11744 2.17827 -1.10 0.88 -0.39
C 0.49108 -0.70545 -3.10545 0.51 0.82 0.30
H -2.71870 -1.53530 -3.81450 -1.67 -0.76 0.64
H -2.17278 -0.76328 -6.00226 0.61 0.18 0.68
H 0.23437 -0.32734 -6.49354 -0.03 0.35 -0.12
H 2.48469 0.05120 -5.79758 -0.19 0.44 1.18
H 4.12906 0.47721 -3.98505 0.05 0.13 0.16
H 3.45878 0.14896 -1.59174 -0.38 -0.14 -0.51
H 3.36472 0.33902 1.15817 0.19 -0.36 0.17
H 4.47158 2.35332 1.94245 0.06 0.18 -0.12
H 3.79122 4.57144 1.18545 -0.43 -0.48 -0.35
H 1.81029 4.78006 -0.31841 -0.34 1.06 -0.27
H 0.37540 2.74918 -0.82238 0.43 0.23 0.06
H 2.72002 -2.51021 -0.43461 -0.55 -0.42 0.60
H 3.24242 -4.12879 1.38485 -0.05 -0.08 -0.14
H 2.43397 -3.88264 3.61477 -0.61 0.54 -0.32
H 1.02668 -1.88879 4.20576 -0.32 0.19 0.09
H 0.58761 -0.15489 2.47574 0.31 -0.38 -0.06

=====

# 4
13
Properties=species:S:1:pos:R:3:forces:R:3 method="wB97M-V/def2-TZVPD" total_energy_ha=-286.5486 multiplicity=1
C 0.14428 0.36229 -1.32319 0.07 0.01 0.01
C 0.05842 -0.59356 -0.14041 0.00 0.16 -0.01
O 1.19738 -1.43383 0.03044 -0.04 0.06 -0.20
C -0.07325 0.16756 1.19734 0.42 -0.60 -0.01
C -2.38109 0.83302 1.28280 0.35 0.96 -0.04
N -1.21728 1.03909 1.24578 -1.45 -1.18 -0.04
H 0.31080 -0.17241 -2.26357 -0.01 0.00 0.16
H -0.78867 0.92936 -1.41834 0.18 -0.14 0.04
H 0.95556 1.08615 -1.17704 -0.04 -0.10 -0.03
H -0.78755 -1.28072 -0.30260 0.05 0.35 0.30
H 1.93343 -1.10331 -0.49106 0.00 0.09 -0.03
H 0.81889 0.75247 1.36830 0.34 0.03 -0.02
H -0.17092 -0.58612 1.99156 0.13 0.36 -0.15

=====

# 5
14
Properties=species:S:1:pos:R:3:forces:R:3 method="wB97M-V/def2-TZVPD" total_energy_ha=-609.6988 multiplicity=1 charge=+1
C -0.54925 -0.98749 -0.22057 0.47 4.68 -0.01
C 0.75506 -0.41407 0.37383 1.80 -1.04 1.47
C -1.49400 0.08822 -0.71639 -0.67 -1.94 0.91
C 2.25471 1.50994 -0.06366 -1.87 1.62 -0.57
N 1.06656 0.97990 -0.04562 3.36 -2.61 1.21
S -2.79359 0.59330 0.18569 0.89 0.66 -0.89
H -0.26749 -1.50147 -1.02939 0.85 -2.03 -3.38
H -0.93813 -1.63474 0.45994 -1.55 -1.53 2.03
H 0.59639 -0.41415 1.48493 0.60 -0.05 -0.87
H 1.65191 -1.15653 0.08862 -2.03 1.87 0.80
H -1.46413 0.28246 -1.77572 -0.21 0.43 -0.27
H 2.94765 0.99079 0.53408 1.02 -1.29 0.72
H 0.39145 1.38551 -0.58314 -2.37 1.64 -1.92
H -2.15715 0.27832 1.30740 -0.29 -0.40 0.74